[1]
Molecular formula: C40H49ClCsGeINO7P2
Method: DFT, the ωB97M-V functional and the def2-TZVPD basis

Summary:
DFT total energy: -5672.9553 Eh
<S²>: 0.757
E_HOMO (alpha / beta): -6.3455 / -6.3473 eV
orbital gap (alpha / beta): 6.33 / 5.72 eV
F_max: 0.01153 Eh/bohr
spin multiplicity: 2
ΔE to the lowest compared entry with this formula, charge and spin: 0.0 kJ/mol

Last column: Mulliken spin population.
Cartesian coordinates (Å):
Cs1 0.02 0.69 -1.68  -0.01
C1 -4.61 3.15 1.16  0.00
C2 -3.10 3.14 1.07  0.00
C3 -2.48 4.50 1.34  0.00
O1 -2.63 2.20 2.09  0.00
P1 -1.26 1.43 1.90  -0.01
O2 -0.37 1.92 0.84  0.00
C4 -1.74 -0.30 1.68  -0.01
P2 -2.92 -0.59 0.36  0.01
O3 -2.75 0.27 -0.82  0.00
O4 -4.38 -0.41 0.96  0.00
C5 -4.90 -1.22 2.05  0.00
C6 -5.17 -0.30 3.22  0.00
C7 -6.15 -1.90 1.54  0.00
O5 -2.70 -2.14 0.14  0.00
C8 -3.22 -2.80 -1.06  0.00
C9 -2.13 -2.85 -2.11  0.00
C10 -3.65 -4.19 -0.62  0.00
O6 -0.57 1.48 3.32  0.00
C11 -1.27 1.19 4.55  0.00
C12 -1.27 2.45 5.40  0.00
C13 -0.56 0.02 5.21  0.00
H1 -5.02 3.84 0.42  0.00
H2 -4.93 3.48 2.15  0.00
H3 -5.01 2.15 0.97  0.00
H4 -2.79 2.76 0.10  0.00
H5 -2.76 4.85 2.33  0.00
H6 -2.82 5.22 0.60  0.00
H7 -1.39 4.43 1.28  0.00
H8 -2.14 -0.70 2.62  0.00
H9 -0.83 -0.88 1.46  0.01
H10 -4.15 -1.97 2.31  0.00
H11 -5.92 0.44 2.95  0.00
H12 -4.26 0.23 3.52  0.00
H13 -5.53 -0.88 4.07  0.00
H14 -6.89 -1.15 1.26  0.00
H15 -6.58 -2.53 2.32  0.00
H16 -5.93 -2.52 0.67  0.00
H17 -4.08 -2.24 -1.43  0.00
H18 -1.26 -3.37 -1.71  0.00
H19 -1.82 -1.86 -2.43  0.00
H20 -2.48 -3.39 -2.99  0.00
H21 -2.78 -4.74 -0.24  0.00
H22 -4.06 -4.73 -1.47  0.00
H23 -4.40 -4.14 0.16  0.00
H24 -2.30 0.92 4.32  0.00
H25 -0.25 2.76 5.61  0.00
H26 -1.78 2.27 6.34  0.00
H27 -1.78 3.25 4.87  0.00
H28 0.48 0.28 5.39  0.00
H29 -0.58 -0.86 4.56  0.00
H30 -1.03 -0.22 6.16  0.00
Cl1 3.60 2.80 -8.46  0.00
C14 2.92 1.97 -7.08  0.00
C15 2.94 0.60 -7.05  0.00
C16 2.40 -0.09 -5.96  0.00
I1 2.48 -2.18 -5.92  0.00
C17 1.82 0.54 -4.85  0.00
O7 1.33 -0.08 -3.85  -0.02
C18 1.83 2.00 -4.90  0.00
N1 1.32 2.65 -3.82  0.00
C19 1.32 3.96 -3.81  0.00
C20 1.82 4.74 -4.86  0.00
C21 2.35 4.12 -5.95  0.00
C22 2.38 2.71 -6.00  0.00
H31 3.37 0.06 -7.88  0.00
H32 0.91 4.43 -2.92  0.00
H33 1.79 5.82 -4.78  0.00
H34 2.75 4.68 -6.78  0.00
C23 3.44 -0.38 4.68  0.01
C24 3.16 0.73 3.89  0.01
C25 2.98 0.58 2.52  0.12
C26 3.11 -0.67 1.92  0.08
C27 3.39 -1.78 2.72  0.03
C28 3.56 -1.63 4.09  0.00
Ge1 2.84 -0.83 -0.01  0.57
C29 2.04 -2.53 -0.51  -0.01
C30 2.20 -3.07 -1.79  0.03
C31 1.63 -4.29 -2.11  -0.02
C32 0.88 -4.99 -1.17  0.05
C33 0.68 -4.45 0.09  -0.02
C34 1.24 -3.22 0.41  0.05
C35 4.35 -0.20 -1.04  0.04
C36 4.29 -0.11 -2.44  0.00
C37 5.36 0.41 -3.15  -0.03
C38 6.49 0.86 -2.49  0.04
C39 6.55 0.79 -1.10  -0.02
C40 5.49 0.27 -0.38  0.02
H35 3.58 -0.27 5.75  0.00
H36 3.06 1.71 4.35  0.00
H37 2.74 1.45 1.92  0.00
H38 3.51 -2.76 2.28  0.00
H39 3.79 -2.50 4.70  0.00
H40 2.79 -2.55 -2.54  0.00
H41 1.77 -4.69 -3.11  0.00
H42 0.45 -5.95 -1.43  0.00
H43 0.09 -4.98 0.83  0.00
H44 1.09 -2.82 1.41  0.01
H45 3.40 -0.43 -2.97  0.05
H46 5.29 0.47 -4.23  0.00
H47 7.32 1.27 -3.05  0.00
H48 7.43 1.15 -0.58  0.00
H49 5.55 0.22 0.70  0.00

***

[2]
Molecular formula: C43H42Cl3N5O2PtS
Method: DFT, the ωB97M-V functional and the def2-TZVPD basis

Summary:
DFT total energy: -3985.9380 Eh
E_HOMO (alpha / beta): -6.4487 / -6.4474 eV
orbital gap (alpha / beta): 5.11 / 5.11 eV
F_max: 0.01986 Eh/bohr
ΔE to the lowest compared entry with this formula, charge and spin: 372.8 kJ/mol

Last column: Löwdin charge in e.
Cartesian coordinates (Å):
Pt1 0.24 -0.28 2.26  1.22
C1 3.70 -3.40 -5.34  -0.06
C2 2.66 -3.17 -4.28  -0.29
C3 3.14 -3.08 -2.91  -0.04
C4 2.53 -2.54 -1.83  -0.04
C5 1.31 -1.75 -1.71  -0.09
C6 0.31 -3.03 -3.51  -0.13
C7 1.35 -3.11 -4.58  -0.06
S1 -1.20 -2.16 0.65  0.87
O1 -1.58 -3.46 0.16  -0.39
O2 -1.43 -1.14 -0.55  -0.30
N1 0.52 -1.97 0.65  -0.26
C8 1.27 -3.00 1.32  -0.24
C9 1.52 -4.20 0.68  -0.03
C10 2.30 -5.18 1.28  -0.08
C11 2.82 -4.92 2.54  -0.04
C12 2.57 -3.73 3.21  -0.16
C13 3.13 -3.45 4.52  -0.04
C14 2.90 -2.29 5.13  -0.09
C15 2.10 -1.19 4.50  -0.29
N2 1.49 -1.54 3.22  -0.09
C16 1.77 -2.74 2.61  -0.18
H1 4.44 -2.60 -5.35  0.08
H2 3.24 -3.46 -6.33  0.07
H3 4.23 -4.33 -5.16  0.08
H4 4.16 -3.42 -2.76  0.11
H5 3.14 -2.56 -0.93  0.11
H6 -0.69 -3.15 -3.89  0.10
H7 1.05 -3.21 -5.62  0.11
H8 1.09 -4.35 -0.30  0.11
H9 2.50 -6.11 0.77  0.10
H10 3.43 -5.67 3.04  0.11
H11 3.74 -4.20 4.99  0.12
H12 3.34 -2.08 6.10  0.08
H13 2.78 -0.33 4.34  0.15
C17 -4.68 4.82 1.03  -0.06
C18 -4.10 3.92 -0.06  -0.55
C19 -3.35 4.80 -1.07  -0.04
C20 -5.25 3.19 -0.77  -0.03
C21 -3.14 2.88 0.51  -0.14
C22 -3.00 2.63 1.87  0.02
C23 -2.12 1.65 2.29  -0.09
N3 -1.36 0.94 1.46  -0.02
C24 -1.50 1.15 0.14  -0.15
C25 -2.38 2.09 -0.35  0.06
C26 -0.66 0.21 -0.72  -0.46
C27 -0.72 0.41 -2.19  0.03
C28 -0.37 -0.50 -3.10  -0.08
C29 0.39 -1.73 -2.72  -0.07
C30 1.23 -1.03 -0.37  -0.31
N4 0.63 0.23 -0.20  -0.01
C31 -0.62 -0.16 -4.59  -0.51
C32 -1.47 1.11 -4.75  -0.08
C33 0.72 0.11 -5.30  -0.03
C34 -1.39 -1.27 -5.33  -0.05
H14 -5.34 5.55 0.58  0.09
H15 -3.89 5.36 1.57  0.09
H16 -5.26 4.25 1.76  0.08
H17 -3.97 5.65 -1.36  0.09
H18 -3.11 4.25 -1.99  0.08
H19 -2.42 5.18 -0.65  0.09
H20 -5.89 3.91 -1.27  0.09
H21 -5.85 2.63 -0.05  0.09
H22 -4.87 2.49 -1.51  0.08
H23 -3.56 3.18 2.61  0.11
H24 -2.02 1.43 3.35  0.11
H25 -2.48 2.20 -1.42  0.11
H26 -1.02 1.40 -2.50  0.09
H27 0.47 -3.85 -2.81  0.13
H28 2.23 -0.99 0.06  0.14
H29 -0.95 2.01 -4.41  0.08
H30 -2.42 1.03 -4.21  0.09
H31 -1.69 1.25 -5.81  0.08
H32 1.22 0.97 -4.84  0.09
H33 0.55 0.33 -6.36  0.09
H34 1.39 -0.74 -5.23  0.06
H35 -2.20 -1.66 -4.72  0.10
H36 -0.75 -2.10 -5.63  0.05
H37 -1.82 -0.86 -6.24  0.08
Cl1 -1.12 -0.39 7.09  0.61
C35 0.39 -1.19 6.62  -1.52
Cl2 0.06 -2.90 6.34  0.67
Cl3 1.57 -0.98 7.93  0.63
C36 0.97 -0.59 5.35  -0.37
N5 0.45 0.46 4.89  0.09
C37 0.52 0.97 3.67  -0.30
C38 0.85 2.38 3.51  -0.22
C39 0.93 3.23 4.62  -0.02
C40 1.30 4.55 4.45  -0.07
C41 1.59 5.03 3.18  -0.07
C42 1.52 4.19 2.08  -0.06
C43 1.14 2.87 2.23  -0.02
H38 0.69 2.85 5.60  0.11
H39 1.36 5.21 5.31  0.11
H40 1.89 6.06 3.05  0.11
H41 1.75 4.57 1.09  0.11
H42 1.09 2.20 1.38  0.09

***

Q: Among the records above, which one has the lowest DFT total energy?
A: C40H49ClCsGeINO7P2